Here is a molecular structure, C26H23BF4N7OsSe2 in a non-equilibrium geometry from the OMol25 dataset. Energies are from ωB97M-V with the def2-TZVPD basis set.

Charge = +3
Max |F| = 1.96 eV/Å
LUMO energy = -10.374 eV
Multiplicity = 1

CARTESIAN COORDINATES (ANGSTROEM)
Os 0.151 -0.021 0.205
C -0.328 0.961 3.085
N -0.696 1.458 1.744
C -2.153 1.488 1.498
C -2.282 1.559 0.024
N -1.267 1.198 -0.745
C -1.642 1.496 -2.068
C -0.933 1.446 -3.264
C -1.587 1.873 -4.401
C -2.914 2.334 -4.361
C -3.615 2.414 -3.177
C -2.939 2.005 -2.033
N -3.300 2.040 -0.687
C 0.913 0.173 2.974
N 1.420 -0.214 1.794
C 2.608 -0.948 2.119
C 3.599 -1.558 1.353
C 4.641 -2.177 2.015
C 4.717 -2.200 3.413
C 3.759 -1.583 4.187
C 2.720 -0.964 3.508
N 1.644 -0.226 3.991
H -1.134 0.342 3.480
H -0.171 1.784 3.787
H -0.310 2.387 1.592
H -2.639 2.354 1.956
H -2.601 0.591 1.924
H 0.098 1.125 -3.295
H -1.064 1.868 -5.347
H -3.389 2.652 -5.279
H -4.630 2.785 -3.141
H -4.167 2.401 -0.316
H 3.585 -1.559 0.279
H 5.425 -2.651 1.441
H 5.546 -2.701 3.891
H 3.821 -1.574 5.267
H 1.413 -0.095 4.967
Se 0.413 -1.702 -3.193
Se 1.690 -1.646 -1.277
C 2.408 0.128 -1.514
C 3.540 0.482 -2.210
C 3.889 1.831 -2.206
C 3.107 2.734 -1.497
C 2.001 2.277 -0.801
N 1.655 0.983 -0.827
C -1.167 -1.945 -2.167
C -2.107 -2.782 -2.744
C -3.324 -2.963 -2.108
C -3.553 -2.272 -0.934
C -2.562 -1.455 -0.430
N -1.357 -1.287 -1.006
H 4.129 -0.261 -2.730
H 4.766 2.166 -2.744
H 3.351 3.787 -1.477
H 1.376 2.943 -0.222
H -1.887 -3.281 -3.677
H -4.069 -3.628 -2.524
H -4.487 -2.364 -0.398
H -2.743 -0.925 0.485
F -2.584 -1.710 3.405
B -1.570 -2.499 3.076
F -1.739 -3.513 2.267
F -0.406 -2.304 3.683
F -1.066 -1.052 1.386

Here is a molecular structure, C26H23BN2O5Pb in a non-equilibrium geometry from the OMol25 dataset. Energies are from ωB97M-V with the def2-TZVPD basis set.

Charge = +2
Max |F| = 2.84 eV/Å
LUMO energy = -10.892 eV
Multiplicity = 1

CARTESIAN COORDINATES (ANGSTROEM)
C 2.923 -1.767 2.178
O 2.171 -2.236 1.034
B 1.333 -3.281 1.296
O 1.755 -4.317 2.100
C -0.103 -3.388 0.623
C -0.524 -4.627 0.155
C -1.755 -4.786 -0.470
C -2.576 -3.692 -0.668
C -2.168 -2.450 -0.210
C -0.951 -2.295 0.450
C -0.634 -0.965 0.973
O -0.052 -0.762 2.008
C -1.123 0.206 0.163
C -0.363 1.380 0.119
C 0.976 1.550 0.804
C 2.076 2.331 0.024
C 3.373 1.572 -0.055
C 3.421 0.377 -0.772
C 4.613 -0.312 -0.859
C 5.760 0.174 -0.249
C 5.710 1.355 0.467
C 4.518 2.057 0.559
C -0.967 2.355 -0.625
O -0.251 3.709 -0.673
C -0.328 4.290 0.520
N -0.111 4.810 1.517
C -2.140 2.285 -1.324
C -2.868 1.101 -1.302
C -4.138 1.061 -2.093
C -5.263 1.915 -1.417
N -5.904 1.297 -0.276
C -2.332 0.061 -0.523
C -3.041 -1.270 -0.417
O -4.237 -1.360 -0.492
H 2.280 -1.710 3.049
H 3.244 -0.756 1.945
H 3.770 -2.412 2.368
H 1.062 -4.535 2.733
H 0.101 -5.497 0.279
H -2.084 -5.754 -0.813
H -3.538 -3.779 -1.148
H 0.806 1.995 1.783
H 1.392 0.576 1.015
H 1.776 2.570 -1.008
H 2.284 3.264 0.555
H 2.525 0.017 -1.257
H 4.658 -1.233 -1.419
H 6.684 -0.371 -0.345
H 6.590 1.756 0.944
H 4.474 2.990 1.103
H -2.509 3.143 -1.872
H -4.469 0.052 -2.290
H -3.936 1.522 -3.062
H -4.789 2.828 -1.060
H -6.006 2.111 -2.182
H -6.281 0.394 -0.533
H -5.244 1.122 0.470
Pb 0.411 5.331 -1.822

Here is a molecular structure, C26H23BrN5O3Pm in a non-equilibrium geometry from the OMol25 dataset. Energies are from ωB97M-V with the def2-TZVPD basis set.

Charge = 0
Max |F| = 1.25 eV/Å
LUMO energy (spin up / spin down) = -0.161 / -0.151 eV
Multiplicity = 5

CARTESIAN COORDINATES (ANGSTROEM)
Pm -0.109 0.281 -0.346
O -1.313 -3.990 -0.291
C -0.717 -2.916 -0.252
N -1.060 -1.748 0.310
C -2.211 -1.614 1.122
C -3.135 -2.640 1.343
C -4.237 -2.463 2.162
C -4.447 -1.245 2.778
C -3.546 -0.212 2.583
C -2.418 -0.364 1.772
N -1.509 0.694 1.505
C -1.514 1.822 2.232
O -2.115 2.099 3.266
C -0.659 2.936 1.638
C -0.778 4.196 2.217
C -0.098 5.266 1.671
C 0.679 5.047 0.541
C 0.749 3.767 0.033
N 0.114 2.718 0.565
C 0.673 -2.912 -0.879
C 1.060 -4.059 -1.570
C 2.360 -4.182 -2.013
C 3.252 -3.158 -1.720
C 2.782 -2.049 -1.046
N 1.516 -1.898 -0.649
H -2.980 -3.588 0.859
H -4.928 -3.283 2.315
H -5.308 -1.088 3.416
H -3.709 0.732 3.072
H -1.419 4.290 3.081
H -0.182 6.255 2.101
H 1.218 5.853 0.063
H 1.326 3.576 -0.863
H 0.321 -4.834 -1.710
H 2.684 -5.061 -2.554
H 4.293 -3.218 -2.008
H 3.464 -1.242 -0.815
Br 3.094 1.383 -0.370
C 2.598 1.203 -2.217
C 3.226 1.933 -3.204
C 2.764 1.742 -4.499
C 1.737 0.841 -4.730
C 1.191 0.160 -3.655
N 1.632 0.335 -2.408
H 4.035 2.611 -2.973
H 3.213 2.286 -5.318
H 1.352 0.679 -5.727
H 0.388 -0.551 -3.783
C -2.437 2.880 -1.961
C -2.184 1.425 -2.366
C -3.112 0.494 -1.573
O -0.840 1.083 -2.188
H -3.474 3.166 -2.142
H -1.784 3.542 -2.533
H -2.215 3.000 -0.897
H -2.440 1.325 -3.434
H -3.015 0.694 -0.503
H -2.861 -0.551 -1.769
H -4.154 0.654 -1.850

Here is a molecular structure, C26H23Cl5I2NO5SSiTb in a non-equilibrium geometry from the OMol25 dataset. Energies are from ωB97M-V with the def2-TZVPD basis set.

Charge = -2
Max |F| = 13.78 eV/Å
LUMO energy (spin up / spin down) = 3.577 / 3.577 eV
Multiplicity = 7

CARTESIAN COORDINATES (ANGSTROEM)
Tb 0.000 0.000 0.000
Cl -3.641 0.613 -6.304
C -2.819 0.013 -4.882
C -2.281 0.910 -3.950
Cl -2.440 2.631 -4.225
C -1.616 0.422 -2.799
Cl -0.965 1.628 -1.671
C -1.460 -0.983 -2.529
O -0.862 -1.448 -1.492
C -2.034 -1.845 -3.522
Cl -1.910 -3.593 -3.307
C -2.698 -1.365 -4.672
Cl -3.372 -2.480 -5.839
I 4.206 0.000 -3.589
C 4.072 0.000 -1.441
C 5.306 0.000 -0.794
C 5.346 0.000 0.590
I 7.296 0.000 1.426
C 4.158 0.000 1.354
C 4.165 0.000 2.773
C 2.991 0.000 3.510
C 1.818 0.000 2.808
N 1.762 0.000 1.467
C 2.893 0.000 0.690
C 2.820 0.000 -0.762
O 1.712 0.000 -1.423
H 6.220 0.000 -1.378
H 5.094 0.000 3.333
H 2.999 0.000 4.591
H 0.853 0.000 3.303
C -3.044 1.975 3.741
Si -1.606 2.766 2.839
C -2.210 4.310 1.954
C -0.277 3.245 4.069
C -0.923 1.599 1.599
H -3.473 2.671 4.468
H -2.722 1.077 4.278
H -3.833 1.689 3.039
H -2.624 5.027 2.668
H -2.990 4.059 1.229
H -1.388 4.795 1.419
H -0.668 3.958 4.800
H 0.573 3.711 3.561
H 0.088 2.367 4.610
H 0.017 1.868 1.076
H -1.619 1.115 0.883
C 0.298 -1.856 7.937
C 0.306 -1.899 6.439
C -0.264 -2.980 5.750
C -0.234 -3.023 4.354
C 0.368 -1.981 3.646
C 0.957 -0.907 4.318
C 0.924 -0.869 5.713
S 0.435 -2.058 1.837
O 1.616 -1.263 1.512
O 0.566 -3.490 1.577
O -0.846 -1.465 1.465
H -0.386 -2.602 8.355
H -0.035 -0.873 8.288
H 1.302 -2.055 8.324
H -0.734 -3.798 6.290
H -0.672 -3.857 3.812
H 1.436 -0.114 3.750
H 1.386 -0.031 6.228
H -2.072 0.000 0.000

Here is a molecular structure, C26H23IrN6S from the OMol25 dataset. Energies are from ωB97M-V with the def2-TZVPD basis set.

Charge = +3
Max |F| = 0.71 eV/Å
LUMO energy (spin up / spin down) = -8.935 / -12.405 eV
Multiplicity = 6

CARTESIAN COORDINATES (ANGSTROEM)
Ir -0.638 0.370 0.907
C 0.457 -0.742 -1.870
N -0.632 -1.136 -0.956
C -0.479 -2.502 -0.426
C 0.403 -2.433 0.787
N 0.684 -1.304 1.418
C 1.551 -1.646 2.471
C 2.234 -0.862 3.397
C 3.023 -1.515 4.318
C 3.149 -2.915 4.324
C 2.512 -3.698 3.388
C 1.724 -3.028 2.460
N 0.983 -3.486 1.369
C 0.725 0.728 -1.797
N 0.566 1.435 -0.646
C 0.930 2.693 -0.920
C 0.958 3.844 -0.066
C 1.398 5.017 -0.608
C 1.807 5.077 -1.958
C 1.777 3.939 -2.828
C 1.336 2.783 -2.280
N 1.169 1.487 -2.787
H 0.270 -1.049 -2.900
H 1.376 -1.237 -1.541
H -1.531 -1.039 -1.415
H -0.058 -3.184 -1.168
H -1.462 -2.886 -0.152
H 2.178 0.218 3.380
H 3.570 -0.936 5.051
H 3.775 -3.387 5.069
H 2.630 -4.774 3.373
H 0.934 -4.443 1.051
H 0.651 3.776 0.970
H 1.441 5.911 -0.002
H 2.165 6.018 -2.357
H 2.095 4.015 -3.861
H 1.370 1.180 -3.731
C -0.621 0.756 4.038
C -2.014 0.994 3.558
C -3.051 1.108 4.497
C -4.314 1.406 4.079
C -4.551 1.627 2.707
C -5.825 2.022 2.218
C -6.030 2.287 0.880
C -4.984 2.134 -0.016
C -3.713 1.703 0.416
S -2.479 1.472 -0.700
C -3.482 1.469 1.816
N -2.238 1.123 2.245
H -0.377 1.464 4.831
H 0.110 0.901 3.241
H -0.503 -0.249 4.448
H -2.828 0.968 5.547
H -5.128 1.497 4.788
H -6.642 2.119 2.923
H -7.001 2.610 0.529
H -5.129 2.336 -1.069

Here is a molecular structure, C26H23N4O4S7SbTc from the OMol25 dataset. Energies are from ωB97M-V with the def2-TZVPD basis set.

Charge = +1
Max |F| = 0.95 eV/Å
LUMO energy (spin up / spin down) = -4.724 / -5.025 eV
Multiplicity = 1

CARTESIAN COORDINATES (ANGSTROEM)
Tc -0.968 -0.227 0.118
O -1.552 4.122 0.505
C -2.676 4.255 -0.257
C -3.145 5.514 -0.617
C -4.310 5.644 -1.351
C -5.032 4.519 -1.730
C -4.565 3.270 -1.370
C -3.384 3.116 -0.641
C -2.956 1.748 -0.303
O -1.646 1.530 -0.249
N -3.806 0.811 -0.101
N -3.139 -0.400 0.183
C -3.899 -1.415 -0.113
S -3.445 -3.018 0.361
C -4.672 -3.831 -0.689
C -5.917 -2.961 -0.721
S -5.423 -1.227 -0.895
H -1.192 5.000 0.665
H -2.593 6.394 -0.308
H -4.658 6.632 -1.624
H -5.944 4.617 -2.302
H -5.105 2.378 -1.657
H -4.879 -4.805 -0.248
H -4.259 -3.975 -1.686
H -6.507 -3.076 0.186
H -6.538 -3.204 -1.582
S 3.165 0.726 1.816
Sb 1.425 1.423 3.292
S -0.792 0.544 2.367
S -0.480 -1.456 1.913
S 1.358 -0.123 5.121
O -1.505 -0.491 -1.972
C -1.095 -1.668 -1.910
O -0.622 -2.063 -0.803
H -1.141 -2.353 -2.761
N 2.154 -3.973 -0.568
C 1.824 -3.531 0.660
S 0.502 -4.173 1.455
N 2.656 -2.553 1.122
C 2.824 -1.976 2.394
C 2.197 -2.280 3.526
C 2.525 -1.535 4.782
C 3.920 -0.994 4.824
C 4.547 -0.698 3.699
C 3.863 -0.888 2.380
H 1.528 -4.622 -1.008
H 2.908 -3.581 -1.107
H 3.315 -2.206 0.443
H 1.427 -3.035 3.562
H 2.326 -2.169 5.646
H 4.368 -0.809 5.791
H 5.535 -0.256 3.689
H 4.604 -1.085 1.600
C 0.751 0.285 -0.587
C 1.731 0.486 -1.291
C 2.903 0.826 -2.026
C 3.605 1.996 -1.717
C 4.725 2.351 -2.449
C 5.161 1.537 -3.487
C 4.479 0.366 -3.796
C 3.353 0.013 -3.073
H 3.258 2.618 -0.902
H 5.257 3.262 -2.212
H 6.033 1.821 -4.062
H 4.822 -0.262 -4.607
H 2.797 -0.883 -3.316

Here is a molecular structure, C26H23NO5RuS2 from the OMol25 dataset. Energies are from ωB97M-V with the def2-TZVPD basis set.

Charge = 0
Max |F| = 0.28 eV/Å
LUMO energy = 0.484 eV
Multiplicity = 1

CARTESIAN COORDINATES (ANGSTROEM)
Ru -0.010 0.885 -0.351
C -6.672 2.615 0.298
O -5.910 3.805 0.393
C -4.562 3.690 0.312
C -3.855 4.912 0.422
C -2.500 4.887 0.351
C -1.744 3.693 0.171
C -0.316 3.800 0.115
C 0.353 5.151 0.229
O 0.482 2.842 -0.010
C -2.471 2.455 0.063
O -1.968 1.288 -0.102
C -3.896 2.510 0.139
H -7.712 2.915 0.391
H -6.417 1.920 1.101
H -6.517 2.124 -0.666
H -4.407 5.830 0.562
H -1.973 5.826 0.440
H -0.006 5.841 -0.534
H 1.423 5.009 0.109
H 0.160 5.600 1.204
H -4.403 1.561 0.053
O -0.421 -1.068 -0.874
N -0.482 -1.937 0.135
C -0.881 -3.193 -0.176
C -0.931 -4.176 0.770
C -0.562 -3.862 2.085
C -0.173 -2.584 2.382
C -0.133 -1.582 1.394
S 0.333 0.041 1.714
H -1.140 -3.318 -1.216
H -1.256 -5.166 0.488
H -0.590 -4.617 2.858
H 0.113 -2.297 3.384
O 2.037 0.460 -0.886
S 3.090 0.715 0.168
C 4.587 0.951 -0.779
C 4.669 0.462 -2.073
C 5.842 0.655 -2.785
C 6.911 1.327 -2.204
C 6.810 1.820 -0.912
C 5.636 1.641 -0.193
C 3.449 -0.917 0.818
C 2.799 -2.003 0.258
C 3.031 -3.264 0.789
C 3.896 -3.422 1.863
C 4.529 -2.318 2.421
C 4.299 -1.053 1.903
H 3.818 -0.047 -2.506
H 5.923 0.281 -3.798
H 7.824 1.474 -2.767
H 7.638 2.357 -0.467
H 5.535 2.043 0.808
H 2.104 -1.844 -0.559
H 2.526 -4.124 0.369
H 4.070 -4.407 2.276
H 5.191 -2.441 3.268
H 4.769 -0.183 2.347

Here is a molecular structure, C26H24As2S4SbTi from the OMol25 dataset. Energies are from ωB97M-V with the def2-TZVPD basis set.

Charge = +1
Max |F| = 0.60 eV/Å
LUMO energy = -4.384 eV
Multiplicity = 1

CARTESIAN COORDINATES (ANGSTROEM)
Ti 0.953 -1.545 -0.638
S 2.059 -6.010 -0.253
Sb 1.863 -4.424 -1.788
S -0.306 -3.176 -1.246
S 2.926 -2.311 -0.783
S 2.137 -4.239 -3.985
C -1.960 0.190 -0.131
C -1.955 -0.908 0.941
As -0.183 -1.360 1.639
C -0.352 -2.034 3.415
C 0.412 -3.122 3.819
C 0.307 -3.566 5.130
C -0.553 -2.931 6.012
C -1.317 -1.847 5.599
C -1.221 -1.391 4.295
C 0.801 0.319 1.746
C 2.186 0.148 1.677
C 3.037 1.249 1.721
C 2.510 2.519 1.866
C 1.133 2.693 1.994
C 0.283 1.603 1.940
As -1.754 -0.273 -2.064
C -2.192 1.520 -2.708
C -2.719 1.563 -3.997
C -3.052 2.776 -4.584
C -2.866 3.957 -3.883
C -2.348 3.923 -2.595
C -2.010 2.712 -2.010
C 0.230 -0.069 -2.330
C 0.968 0.973 -1.735
C 2.259 1.265 -2.155
C 2.822 0.544 -3.202
C 2.124 -0.501 -3.786
C 0.846 -0.827 -3.341
H -1.279 1.000 0.116
H -2.957 0.636 -0.152
H -2.314 -1.852 0.524
H -2.625 -0.663 1.764
H 1.071 -3.623 3.120
H 0.893 -4.413 5.458
H -0.632 -3.284 7.031
H -1.986 -1.359 6.295
H -1.810 -0.542 3.970
H 2.614 -0.847 1.617
H 4.108 1.104 1.659
H 3.167 3.377 1.904
H 0.725 3.683 2.149
H -0.782 1.755 2.062
H -2.877 0.642 -4.547
H -3.461 2.796 -5.586
H -3.128 4.904 -4.336
H -2.208 4.843 -2.043
H -1.612 2.722 -1.003
H 0.506 1.592 -0.974
H 2.808 2.071 -1.686
H 3.818 0.785 -3.550
H 2.572 -1.085 -4.579
H 0.318 -1.657 -3.795